Density functional theory data (the ωB97M-V functional and the def2-TZVPD basis) for 2 unconnected molecules or ions with the total composition C4H10N2O2 at a distorted geometry.

```
18
Properties=species:S:1:pos:R:3:forces:R:3
C 1.8623 -1.6833 -0.8683 -0.4 -2.0 -0.9
C 2.0284 -1.5273 0.6324 -1.3 1.1 -1.8
N 2.6811 -2.5188 1.2952 -0.1 0.9 0.1
O 1.4653 -0.5509 1.0924 0.9 -0.2 1.3
H 2.3762 -0.9950 -1.5668 0.1 -0.3 0.9
H 0.7984 -1.6469 -1.1367 0.1 0.5 0.4
H 2.0687 -2.7359 -1.1317 0.5 0.4 -0.3
H 3.1094 -2.2813 2.1723 -0.2 -0.3 0.2
H 2.9044 -3.3598 0.8068 0.4 -0.1 0.0
C -1.0193 1.2992 0.3588 1.3 0.3 1.1
C -2.0408 1.7264 -0.6459 -1.0 2.3 0.8
N -3.2572 1.1064 -0.5852 -0.5 -2.0 0.2
O -1.9044 2.7753 -1.2540 0.3 -0.6 -0.6
H -1.3670 0.7650 1.2555 -0.3 0.0 -0.5
H -0.4794 2.2036 0.7771 -0.7 -0.9 -0.8
H -0.2522 0.6766 -0.0971 0.1 0.0 0.0
H -4.0218 1.1807 -1.2458 0.7 0.7 -0.2
H -3.2877 0.1963 -0.1395 0.2 0.3 0.1
```
Forces are in eV/Å.

* HOMO level: -9.39 eV
* maximum force: 2.59 eV/Å
* HOMO-LUMO gap: 10.04 eV
* energy: -418.42090 a.u.
* spin multiplicity: 1
* structure (SMILES): CC(N)=O.CC(N)=O
* ΔE to the lowest compared entry with this formula, charge and spin: 25.1 kcal per mole

Here are the Löwdin charges for atoms 1 to 5, given in e:
1. C -0.023
2. C -0.582
3. N 0.161
4. O 0.029
5. H 0.096